#1
{
  "formula": "C5H7NO2",
  "method": "ωB97M-V/def2-TZVPD",
  "elements": ["O", "O", "N", "C", "C", "C", "C", "C", "H", "H", "H", "H", "H", "H", "H"],
  "positions_angstrom": [[-4.399, 0.092, 0.098], [0.655, 2.677, 0.123], [-2.056, 0.625, 0.163], [1.669, -0.600, 0.961], [0.719, 1.507, 0.100], [0.965, 0.234, -0.055], [-3.233, 0.300, 0.114], [0.474, -0.767, -1.157], [-0.265, -0.413, -1.779], [2.092, 0.194, 1.740], [0.982, -1.209, 1.476], [-1.534, 1.426, -0.084], [2.399, -1.303, 0.435], [0.167, -1.594, -0.505], [1.363, -1.168, -1.629]],
  "smiles": "CC(C)=C=O.N=C=O",
  "homo_lumo_gap_ev": 9.20,
  "homo_energy_ha": -0.31880,
  "charge": 0
}



#2
{
  "formula": "C5H7NO2",
  "method": "ωB97M-V/def2-TZVPD",
  "elements": ["O", "O", "N", "C", "C", "C", "C", "C", "H", "H", "H", "H", "H", "H", "H"],
  "positions_angstrom": [[1.834, 1.622, 0.484], [-1.220, -3.530, 1.260], [-1.507, -1.670, -0.076], [-0.216, 0.270, 0.848], [-0.945, -0.741, 0.550], [-0.968, -2.931, 0.279], [0.825, 0.881, -0.097], [0.077, 1.716, -1.156], [2.187, 1.224, 1.398], [-0.441, -3.407, -0.549], [-0.846, 1.127, -1.195], [1.441, 0.119, -0.705], [-0.503, 0.880, 1.799], [0.510, 1.757, -2.106], [-0.227, 2.683, -0.735]],
  "smiles": "C[C@@H](O)C=C=NC=O",
  "homo_lumo_gap_ev": 10.10,
  "homo_energy_ha": -0.35021,
  "charge": 0
}



#3
{
  "formula": "C5H7NO2",
  "method": "ωB97M-V/def2-TZVPD",
  "elements": ["O", "O", "N", "C", "C", "C", "C", "C", "H", "H", "H", "H", "H", "H", "H"],
  "positions_angstrom": [[-0.511, -1.408, -0.548], [-1.560, 0.776, -0.655], [-1.626, -1.347, 0.136], [0.595, 1.233, -0.026], [-0.644, 1.500, -0.044], [-2.072, -0.194, -0.077], [0.863, -1.290, 0.041], [1.474, 0.033, -0.327], [2.447, 0.002, 0.164], [-2.959, -0.204, 0.706], [1.418, -2.198, -0.266], [0.785, -1.429, 1.203], [1.713, 0.093, -1.424], [1.119, 2.040, 0.586], [-1.042, 2.392, 0.529]],
  "smiles": "C1=C\\O/C=N\\OCC/1",
  "homo_lumo_gap_ev": 10.07,
  "homo_energy_ha": -0.33688,
  "charge": 0
}



#4
{
  "formula": "C5H7NO2",
  "method": "ωB97M-V/def2-TZVPD",
  "elements": ["O", "O", "N", "C", "C", "C", "C", "C", "H", "H", "H", "H", "H", "H", "H"],
  "positions_angstrom": [[-1.734, -0.150, -0.396], [1.796, -0.298, 0.038], [0.504, 1.647, -0.578], [0.169, 0.563, 1.555], [0.681, 0.329, 0.143], [-0.209, -1.720, -1.255], [-0.507, -0.492, -0.530], [-0.173, 0.694, 2.702], [-0.022, -2.491, -0.496], [-1.768, 0.708, 0.084], [1.153, 1.615, -1.360], [0.801, 2.408, 0.025], [-1.013, -2.031, -1.917], [-0.441, 0.805, 3.725], [0.763, -1.588, -1.739]],
  "homo_lumo_gap_ev": 7.86,
  "homo_energy_ha": -0.30755,
  "charge": 0
}



If we sort the structures by their calculated energies, the order from most to least stable is #1, #2, #4, #3.



#1
{
  "formula": "C5H8O",
  "method": "ωB97M-V/def2-TZVPD",
  "elements": ["O", "C", "C", "C", "C", "C", "H", "H", "H", "H", "H", "H", "H", "H"],
  "positions_angstrom": [[1.785, -1.670, -0.168], [-0.152, 1.227, 0.677], [-1.246, -0.891, -0.456], [0.918, 0.553, -0.131], [1.620, -0.641, 0.443], [-0.521, 0.432, -0.550], [-0.788, 1.020, -1.427], [1.994, -0.532, 1.486], [-2.326, -0.758, -0.589], [-0.237, 2.310, 0.654], [-0.368, 0.786, 1.650], [-1.078, -1.372, 0.513], [1.571, 1.167, -0.749], [-0.882, -1.588, -1.218]],
  "smiles": "C[C@H]1C[C@H]1C=O",
  "homo_lumo_gap_ev": 10.80,
  "homo_energy_ha": -0.36144,
  "charge": 0
}



#2
{
  "formula": "C5H8O",
  "method": "ωB97M-V/def2-TZVPD",
  "elements": ["O", "C", "C", "C", "C", "C", "H", "H", "H", "H", "H", "H", "H", "H"],
  "positions_angstrom": [[2.923, -0.534, -0.474], [-0.421, 0.841, -0.146], [-0.228, -1.236, -0.361], [0.629, 0.004, -0.240], [-1.437, -0.250, -0.346], [2.057, 0.277, -0.221], [-1.884, -0.091, -1.327], [-0.210, -1.932, 0.488], [2.305, 1.331, 0.041], [-0.541, 1.920, -0.065], [-0.831, 0.991, 1.854], [-0.095, -1.800, -1.286], [-2.232, -0.436, 0.388], [-0.185, 0.680, 1.627]],
  "smiles": "O=CC1=CCC1.[H][H]",
  "homo_lumo_gap_ev": 9.70,
  "homo_energy_ha": -0.34563,
  "charge": 0
}



#3
{
  "formula": "C5H8O",
  "method": "ωB97M-V/def2-TZVPD",
  "elements": ["O", "C", "C", "C", "C", "C", "H", "H", "H", "H", "H", "H", "H", "H"],
  "positions_angstrom": [[1.807, -0.663, 0.754], [1.384, 0.105, -1.480], [0.996, -0.429, -0.117], [-0.488, -0.511, 0.099], [-1.113, 0.788, 0.550], [-1.073, -0.398, 1.469], [-0.380, -0.363, 2.304], [1.007, 1.132, -1.557], [-0.428, 1.605, 0.766], [-2.046, 1.094, 0.087], [0.906, -0.466, -2.283], [-2.001, -0.927, 1.666], [-1.037, -1.078, -0.649], [2.467, 0.112, -1.610]],
  "smiles": "CC(=O)C1CC1",
  "homo_lumo_gap_ev": 10.69,
  "homo_energy_ha": -0.35438,
  "charge": 0
}



If we sort the structures by their calculated energies, the order from most to least stable is #3, #1, #2.



#1
{
  "formula": "C5H4ClFO",
  "method": "ωB97M-V/def2-TZVPD",
  "elements": ["Cl", "F", "O", "C", "C", "C", "C", "C", "H", "H", "H", "H"],
  "positions_angstrom": [[2.085, 1.294, 2.405], [1.481, -0.609, -1.548], [-0.724, 0.537, 0.986], [0.369, -0.185, -0.876], [-1.736, -0.189, 0.100], [0.528, 0.604, 0.259], [-0.859, -0.745, -1.046], [1.776, 0.863, 0.831], [-2.473, 0.403, -0.100], [-1.055, -1.797, -1.879], [-1.895, -1.109, 0.786], [2.501, 0.932, 0.082]],
  "homo_lumo_gap_ev": 8.66,
  "homo_energy_ha": -0.30453,
  "charge": 0
}



#2
{
  "formula": "C5H4ClFO",
  "method": "ωB97M-V/def2-TZVPD",
  "elements": ["Cl", "F", "O", "C", "C", "C", "C", "C", "H", "H", "H", "H"],
  "positions_angstrom": [[0.313, -0.054, -2.241], [1.800, -1.104, -0.439], [-1.195, -0.224, 2.236], [-0.121, -0.625, 1.488], [-1.718, 0.864, 1.658], [0.050, 0.215, 0.426], [-1.022, 1.176, 0.539], [1.093, 0.042, -0.619], [-1.289, 1.975, -0.180], [-2.541, 1.320, 2.206], [1.793, 0.860, -0.625], [0.385, -1.545, 1.802]],
  "smiles": "F[C@@H](Cl)c1ccoc1",
  "homo_lumo_gap_ev": 10.19,
  "homo_energy_ha": -0.34123,
  "charge": 0
}



If we sort the structures by their calculated energies, the order from most to least stable is #2, #1.



#1
{
  "formula": "C2H2N2O2",
  "method": "ωB97M-V/def2-TZVPD",
  "elements": ["O", "O", "N", "N", "C", "C", "H", "H"],
  "positions_angstrom": [[1.122, 2.411, 2.374], [0.246, 0.750, 1.330], [1.023, 2.010, 1.301], [1.895, 1.172, -1.761], [-0.033, 0.565, -0.008], [1.035, 0.894, -1.046], [-0.109, -0.542, -0.149], [-1.017, 1.048, -0.224]],
  "smiles": "N#CCON=O",
  "homo_lumo_gap_ev": 10.54,
  "homo_energy_ha": -0.40822,
  "charge": 0
}



#2
{
  "formula": "C2H2N2O2",
  "method": "ωB97M-V/def2-TZVPD",
  "elements": ["O", "O", "N", "N", "C", "C", "H", "H"],
  "positions_angstrom": [[-0.933, 1.092, 0.815], [0.938, -0.998, -1.147], [-0.155, 1.888, 0.124], [0.726, 1.191, -0.594], [0.287, -0.083, -0.456], [-0.717, -0.221, 0.453], [0.850, -1.941, -0.552], [-0.995, -0.928, 1.358]],
  "smiles": "Oc1conn1",
  "homo_lumo_gap_ev": 10.03,
  "homo_energy_ha": -0.36303,
  "charge": 0
}



If we sort the structures by their calculated energies, the order from most to least stable is #2, #1.



#1
{
  "formula": "C2H2N2O2",
  "method": "ωB97M-V/def2-TZVPD",
  "elements": ["O", "O", "N", "N", "C", "C", "H", "H"],
  "positions_angstrom": [[0.247, -0.281, 1.799], [-0.070, 0.958, -0.982], [0.093, -1.140, -0.334], [-0.950, 0.886, 0.197], [0.274, -0.313, -1.297], [-0.313, -0.174, 0.616], [0.659, -0.459, -2.307], [0.059, 0.523, 2.306]],
  "homo_lumo_gap_ev": 10.40,
  "homo_energy_ha": -0.36306,
  "charge": 0
}



#2
{
  "formula": "C2H2N2O2",
  "method": "ωB97M-V/def2-TZVPD",
  "elements": ["O", "O", "N", "N", "C", "C", "H", "H"],
  "positions_angstrom": [[-0.593, 1.043, -0.480], [0.158, -1.078, 0.710], [0.488, 1.292, 0.630], [-0.109, -1.311, -0.903], [-0.565, -0.084, -1.224], [0.632, 0.147, 1.274], [1.225, -0.105, 2.090], [-0.795, 0.151, -2.315]],
  "smiles": "C1=NOC=NO1",
  "homo_lumo_gap_ev": 9.79,
  "homo_energy_ha": -0.37371,
  "charge": 0
}



If we sort the structures by their calculated energies, the order from most to least stable is #1, #2.



#1
{
  "formula": "C4HNO",
  "method": "ωB97M-V/def2-TZVPD",
  "elements": ["O", "N", "C", "C", "C", "C", "H"],
  "positions_angstrom": [[-2.022, -0.941, 0.893], [3.332, -0.147, 0.576], [-1.711, -0.065, 0.124], [2.253, 0.109, 0.239], [-0.295, 0.232, -0.074], [0.911, 0.287, -0.037], [-2.448, 0.529, -0.435]],
  "smiles": "N#CC#CC=O",
  "homo_lumo_gap_ev": 10.06,
  "homo_energy_ha": -0.41432,
  "charge": 0
}



#2
{
  "formula": "C4HNO",
  "method": "ωB97M-V/def2-TZVPD",
  "elements": ["O", "N", "C", "C", "C", "C", "H"],
  "positions_angstrom": [[0.220, 1.901, 1.607], [-1.093, -0.861, -1.861], [0.638, 0.809, 1.299], [0.087, 0.103, 0.165], [-0.794, -1.947, -2.268], [-0.502, -0.306, -0.796], [1.443, 0.302, 1.854]],
  "homo_lumo_gap_ev": 10.13,
  "homo_energy_ha": -0.39548,
  "charge": 0
}



#3
{
  "formula": "C4HNO",
  "method": "ωB97M-V/def2-TZVPD",
  "elements": ["O", "N", "C", "C", "C", "C", "H"],
  "positions_angstrom": [[2.330, -0.255, -0.871], [-3.000, 1.397, -0.370], [1.620, -0.472, 0.175], [-0.962, -0.094, -0.021], [-2.127, 0.553, -0.145], [0.227, -0.200, -0.031], [1.913, -0.929, 1.263]],
  "smiles": "N#CC#CC=O",
  "homo_lumo_gap_ev": 9.38,
  "homo_energy_ha": -0.40667,
  "charge": 0
}



If we sort the structures by their calculated energies, the order from most to least stable is #1, #3, #2.